This record from the OMol25 dataset describes a single C2H3FO2S molecule. The level of theory is ωB97M-V/def2-TZVPD.

Computed properties:
Strongest force on any atom = 4.32 eV/A
Total charge = 0
Frontier orbital gap = 11.12 eV
HOMO energy = -10.532 eV

Geometry (Å):
C -0.070 -0.307 0.513
C -0.552 0.940 -0.639
O -2.346 -1.142 -0.869
O -2.676 0.610 0.818
F -0.545 2.154 -0.209
S -1.839 -0.158 -0.019
H 0.747 -0.969 0.172
H -0.079 0.085 1.481
H -0.029 0.887 -1.576

And the natural (NBO) charges, in e, turn out to be:
1 C -0.690
2 C -0.048
3 O -0.896
4 O -0.893
5 F -0.303
6 S 2.141
7 H 0.257
8 H 0.235
9 H 0.196


This record from the OMol25 dataset describes a single C21H26N4O3 molecule. The level of theory is ωB97M-V/def2-TZVPD.

Computed properties:
Strongest force on any atom = 1.11 eV/A
Total charge = 0
Frontier orbital gap = 8.07 eV
HOMO energy = -7.444 eV

Geometry (Å):
C -2.538 3.468 -0.022
H -2.686 3.862 -1.031
O -1.161 3.408 0.303
C -0.509 4.632 0.284
O -0.458 5.090 -1.055
C -0.289 6.477 -1.209
H -1.062 7.033 -0.667
H 0.696 6.808 -0.861
H -0.378 6.674 -2.276
C 0.905 4.408 0.845
N 1.594 3.457 0.010
C 2.191 2.356 0.517
O 2.389 2.203 1.703
C 2.616 1.333 -0.532
C 1.742 0.115 -0.390
C 0.530 0.039 -1.036
N -0.201 -1.087 -0.856
N -1.384 -1.360 -1.394
C -1.714 -2.579 -0.970
C -0.730 -3.124 -0.122
C 0.248 -2.125 -0.046
N 1.402 -2.037 0.608
C 2.130 -0.961 0.463
C 3.391 -0.904 1.261
H 4.264 -0.906 0.608
H 3.437 -1.773 1.909
H 3.405 0.004 1.861
C -0.691 -4.409 0.559
C 0.004 -4.528 1.763
C 0.054 -5.737 2.428
C -0.584 -6.851 1.907
C -1.264 -6.746 0.706
C -1.317 -5.539 0.034
H -1.825 -5.483 -0.915
H -1.753 -7.614 0.285
H -0.546 -7.796 2.430
H 0.595 -5.813 3.361
H 0.506 -3.662 2.163
C -3.021 -3.157 -1.380
H -3.465 -3.714 -0.558
H -2.896 -3.827 -2.230
H -3.687 -2.351 -1.681
C -0.068 1.086 -1.914
H -0.930 0.659 -2.421
H -0.402 1.928 -1.308
H 0.648 1.442 -2.652
H 2.533 1.754 -1.534
H 3.655 1.064 -0.345
H 1.359 3.509 -0.969
H 0.849 3.994 1.854
H 1.442 5.363 0.875
H -1.047 5.380 0.904
H -2.902 2.445 0.034
H -3.077 4.095 0.697

And the natural (NBO) charges, in e, turn out to be:
1 C -0.257
2 H 0.185
3 O -0.537
4 C 0.384
5 O -0.562
6 C -0.254
7 H 0.171
8 H 0.169
9 H 0.201
10 C -0.260
11 N -0.615
12 C 0.696
13 O -0.633
14 C -0.508
15 C -0.127
16 C 0.285
17 N -0.154
18 N -0.326
19 C 0.202
20 C -0.218
21 C 0.342
22 N -0.456
23 C 0.297
24 C -0.669
25 H 0.216
26 H 0.238
27 H 0.255
28 C 0.046
29 C -0.224
30 C -0.195
31 C -0.229
32 C -0.209
33 C -0.234
34 H 0.208
35 H 0.209
36 H 0.209
37 H 0.208
38 H 0.232
39 C -0.647
40 H 0.228
41 H 0.222
42 H 0.232
43 C -0.681
44 H 0.262
45 H 0.255
46 H 0.219
47 H 0.216
48 H 0.246
49 H 0.404
50 H 0.249
51 H 0.194
52 H 0.142
53 H 0.204
54 H 0.171


This record from the OMol25 dataset describes C31H67N2O9PS as an isolated structure. The level of theory is ωB97M-V/def2-TZVPD.

Computed properties:
Strongest force on any atom = 5.73 eV/A
Total charge = 0
Frontier orbital gap = 7.64 eV
HOMO energy = -7.942 eV

Geometry (Å):
C 5.647 2.223 0.629
C 4.514 1.060 0.570
N 4.156 0.664 -0.829
C 2.864 1.305 -1.279
C 1.516 0.916 -0.518
C 0.150 1.628 -0.856
C -1.023 1.039 -0.012
C -0.909 -0.061 1.058
N 0.360 -0.674 1.327
C 1.449 -0.190 0.549
O 2.668 0.586 -2.570
S 2.950 1.616 -3.896
O 2.031 1.250 -5.014
O 4.435 1.465 -4.161
O 2.630 3.112 -3.142
C 3.112 2.810 -1.776
P 2.588 4.301 -0.738
C 2.410 3.926 1.103
C 1.115 5.239 -1.458
H 6.571 1.799 1.150
H 5.190 3.088 1.221
H 5.898 2.531 -0.439
H 5.011 0.129 1.049
H 3.620 1.305 1.242
H 3.952 -0.355 -0.848
H 0.040 2.447 -1.635
H -2.073 1.467 -0.206
H -1.826 -0.399 1.644
H 2.458 -0.715 0.750
H 4.250 2.863 -1.931
H 2.102 2.862 1.370
H 3.366 4.283 1.633
H 1.573 4.620 1.501
H 0.543 5.860 -0.668
H 1.549 6.028 -2.184
H 0.387 4.615 -2.077
C -4.964 -5.416 0.429
C -4.809 -3.945 0.083
O -4.212 -3.180 1.121
C -2.888 -3.544 1.490
C -1.884 -3.393 0.361
H -5.465 -5.537 1.392
H -5.545 -5.930 -0.340
H -3.993 -5.913 0.501
H -5.802 -3.518 -0.080
H -4.257 -3.815 -0.853
H -2.870 -4.558 1.900
H -2.601 -2.873 2.305
H -2.071 -4.118 -0.436
H -0.868 -3.553 0.729
H -1.947 -2.397 -0.086
C 1.878 -7.079 3.357
C 1.744 -6.623 1.915
O 0.991 -5.427 1.768
C 1.514 -4.264 2.400
C 2.866 -3.849 1.867
H 0.899 -7.127 3.841
H 2.346 -8.065 3.404
H 2.496 -6.389 3.938
H 1.208 -7.393 1.353
H 2.725 -6.518 1.440
H 1.540 -4.399 3.487
H 0.804 -3.457 2.203
H 3.644 -4.573 2.124
H 3.156 -2.883 2.287
H 2.841 -3.774 0.776
C -4.430 -7.482 -4.157
C -4.482 -8.493 -3.024
O -5.564 -8.281 -2.128
C -6.870 -8.382 -2.678
C -7.184 -9.757 -3.240
H -4.470 -6.462 -3.767
H -3.511 -7.604 -4.735
H -5.274 -7.605 -4.841
H -3.569 -8.399 -2.430
H -4.498 -9.518 -3.408
H -7.028 -7.602 -3.431
H -7.564 -8.171 -1.861
H -6.583 -9.972 -4.128
H -8.236 -9.823 -3.526
H -6.966 -10.536 -2.503
C 3.310 7.376 4.943
C 3.902 6.105 4.358
O 4.815 6.345 3.295
C 5.977 7.096 3.618
C 6.861 6.425 4.655
H 2.893 8.007 4.154
H 2.520 7.135 5.658
H 4.067 7.964 5.467
H 3.092 5.504 3.937
H 4.372 5.493 5.135
H 5.703 8.109 3.930
H 6.544 7.199 2.689
H 6.375 6.392 5.633
H 7.801 6.972 4.768
H 7.082 5.394 4.366
C -4.744 7.163 -1.763
C -3.253 7.361 -1.973
O -2.513 6.148 -1.951
C -2.833 5.194 -2.954
C -2.582 5.696 -4.366
H -4.933 6.563 -0.869
H -5.246 8.127 -1.655
H -5.201 6.642 -2.609
H -2.863 7.973 -1.155
H -3.054 7.914 -2.897
H -3.864 4.846 -2.836
H -2.189 4.329 -2.771
H -3.276 6.497 -4.634
H -2.713 4.886 -5.088
H -1.569 6.097 -4.460

Atom charges from the Löwdin analysis, given in e for atoms 1 to 99:
1 C -0.077
2 C -0.257
3 N 0.008
4 C -0.404
5 C -0.064
6 C 0.049
7 C -0.031
8 C -0.106
9 N 0.026
10 C -0.075
11 O -0.196
12 S 0.817
13 O -0.271
14 O -0.288
15 O -0.250
16 C -0.427
17 P 0.936
18 C -0.307
19 C -0.313
20 H 0.076
21 H 0.054
22 H 0.075
23 H 0.123
24 H 0.089
25 H 0.119
26 H 0.090
27 H 0.093
28 H 0.109
29 H 0.100
30 H 0.115
31 H 0.027
32 H 0.023
33 H 0.057
34 H 0.062
35 H 0.051
36 H 0.017
37 C -0.075
38 C -0.279
39 O -0.167
40 C -0.275
41 C -0.075
42 H 0.083
43 H 0.067
44 H 0.069
45 H 0.117
46 H 0.106
47 H 0.109
48 H 0.111
49 H 0.072
50 H 0.055
51 H 0.066
52 C -0.083
53 C -0.279
54 O -0.171
55 C -0.280
56 C -0.085
57 H 0.082
58 H 0.076
59 H 0.066
60 H 0.118
61 H 0.107
62 H 0.111
63 H 0.090
64 H 0.067
65 H 0.071
66 H 0.084
67 C -0.081
68 C -0.278
69 O -0.174
70 C -0.283
71 C -0.083
72 H 0.080
73 H 0.077
74 H 0.067
75 H 0.118
76 H 0.106
77 H 0.107
78 H 0.118
79 H 0.066
80 H 0.077
81 H 0.083
82 C -0.080
83 C -0.282
84 O -0.175
85 C -0.278
86 C -0.082
87 H 0.084
88 H 0.077
89 H 0.067
90 H 0.105
91 H 0.108
92 H 0.107
93 H 0.119
94 H 0.066
95 H 0.077
96 H 0.082
97 C -0.082
98 C -0.279
99 O -0.176


This record from the OMol25 dataset describes C15H42N3O8Zn as an isolated structure. The level of theory is ωB97M-V/def2-TZVPD.

Computed properties:
Strongest force on any atom = 1.55 eV/A
Total charge = +1
Frontier orbital gap = 7.16 eV
HOMO energy = -11.227 eV

Geometry (Å):
Zn 15.437 18.330 -17.862
O 13.369 16.637 -20.427
C 13.990 17.442 -19.574
O 13.668 17.445 -18.355
O 15.048 18.041 -19.940
H 13.780 16.861 -21.294
C 16.960 15.010 -15.810
C 16.030 16.036 -16.423
C 15.535 16.988 -15.354
O 14.928 18.147 -15.925
C 14.311 19.043 -14.972
N 16.760 16.835 -17.489
H 16.499 14.547 -14.936
H 17.925 15.421 -15.512
H 17.121 14.228 -16.552
H 15.230 15.514 -16.949
H 16.419 17.330 -14.794
H 14.875 16.504 -14.634
H 13.387 18.584 -14.623
H 14.014 19.929 -15.529
H 15.024 19.296 -14.193
H 16.766 16.225 -18.328
H 17.746 16.806 -17.235
C 9.771 17.544 -24.080
C 10.982 17.322 -23.189
C 12.237 17.854 -23.837
O 13.376 17.469 -23.087
C 14.527 18.218 -23.359
N 10.740 18.007 -21.897
H 8.892 17.067 -23.646
H 9.913 17.118 -25.073
H 9.593 18.619 -24.144
H 11.122 16.252 -22.974
H 12.164 18.948 -23.883
H 12.302 17.451 -24.854
H 14.485 19.239 -22.963
H 14.665 18.330 -24.446
H 15.414 17.692 -23.010
H 9.844 17.701 -21.532
H 11.421 17.685 -21.220
C 11.720 14.638 -16.501
C 10.670 15.744 -16.300
C 9.732 15.434 -15.172
O 10.492 15.256 -13.986
C 9.682 14.872 -12.898
N 11.306 17.048 -15.995
H 12.498 14.690 -15.743
H 12.177 14.768 -17.487
H 11.221 13.667 -16.517
H 10.089 15.877 -17.214
H 9.184 14.499 -15.364
H 8.988 16.231 -15.054
H 8.765 15.466 -12.858
H 10.269 14.988 -11.990
H 9.402 13.812 -12.972
H 11.748 16.934 -15.083
H 12.097 17.191 -16.618
C 16.186 14.908 -20.824
O 16.403 14.752 -19.411
H 15.266 14.398 -21.123
H 16.029 15.968 -21.006
H 17.037 14.532 -21.387
H 16.695 13.859 -19.209
C 12.182 13.237 -20.355
O 12.638 14.112 -21.374
H 12.954 13.061 -19.596
H 11.286 13.625 -19.859
H 11.935 12.283 -20.815
H 12.787 14.976 -20.979

And the natural (NBO) charges, in e, turn out to be:
1 Zn 1.694
2 O -0.699
3 C 0.975
4 O -0.839
5 O -0.829
6 H 0.540
7 C -0.628
8 C -0.092
9 C -0.081
10 O -0.649
11 C -0.248
12 N -0.999
13 H 0.242
14 H 0.216
15 H 0.229
16 H 0.240
17 H 0.183
18 H 0.221
19 H 0.213
20 H 0.210
21 H 0.200
22 H 0.455
23 H 0.406
24 C -0.614
25 C -0.078
26 C -0.063
27 O -0.583
28 C -0.254
29 N -0.841
30 H 0.216
31 H 0.217
32 H 0.218
33 H 0.184
34 H 0.182
35 H 0.180
36 H 0.179
37 H 0.181
38 H 0.186
39 H 0.358
40 H 0.354
41 C -0.623
42 C -0.072
43 C -0.067
44 O -0.561
45 C -0.246
46 N -0.834
47 H 0.199
48 H 0.204
49 H 0.215
50 H 0.198
51 H 0.169
52 H 0.184
53 H 0.174
54 H 0.193
55 H 0.170
56 H 0.340
57 H 0.359
58 C -0.262
59 O -0.778
60 H 0.201
61 H 0.187
62 H 0.186
63 H 0.489
64 C -0.248
65 O -0.739
66 H 0.151
67 H 0.164
68 H 0.191
69 H 0.476


This record from the OMol25 dataset describes C23H21FeN3O4S3Sb as an isolated structure. The level of theory is ωB97M-V/def2-TZVPD.

Computed properties:
Strongest force on any atom = 1.30 eV/A
Total charge = -2
Spin multiplicity = 2
Frontier orbital gap (spin up / spin down) = 4.47 / 5.42 eV
HOMO energy (spin up / spin down) = -0.035 / -0.998 eV

Geometry (Å):
Fe -0.550 1.180 -0.731
C -0.635 3.909 2.462
C -0.560 3.181 1.162
N -0.802 1.938 1.008
N -1.079 1.086 2.045
C -1.151 -0.139 1.518
O -1.012 -0.448 0.308
C -1.370 -1.272 2.486
C -1.120 -2.565 2.048
C -1.269 -3.637 2.919
C -1.679 -3.419 4.227
C -1.939 -2.125 4.663
C -1.781 -1.053 3.795
C -0.206 3.865 -0.112
C 0.090 5.213 -0.191
C 0.418 5.756 -1.431
C 0.433 4.941 -2.542
C 0.116 3.593 -2.390
N -0.194 3.083 -1.205
H -0.949 3.210 3.234
H -1.353 4.732 2.411
H 0.338 4.328 2.736
H -0.811 -2.707 1.019
H -1.066 -4.643 2.573
H -1.803 -4.256 4.905
H -2.270 -1.952 5.681
H -1.977 -0.037 4.111
H 0.055 5.824 0.701
H 0.651 6.812 -1.517
H 0.674 5.324 -3.525
H 0.055 2.909 -3.232
S -4.048 -1.079 -3.074
Sb -2.392 0.506 -2.707
S -1.916 1.748 -4.622
S -2.975 2.000 -0.957
C 0.098 -4.770 -3.685
O 1.155 -4.718 -2.740
C 1.383 -3.501 -2.164
C 2.388 -3.497 -1.157
C 2.629 -2.331 -0.491
C 1.942 -1.128 -0.780
C 2.137 0.048 0.016
C 3.099 0.012 1.192
O 1.537 1.117 -0.178
C 0.977 -1.115 -1.848
O 0.353 -0.087 -2.230
C 0.703 -2.369 -2.500
H 0.051 -5.800 -4.032
H 0.291 -4.108 -4.532
H -0.854 -4.486 -3.232
H 2.913 -4.414 -0.927
H 3.375 -2.335 0.296
H 4.117 -0.229 0.878
H 2.780 -0.740 1.916
H 3.087 0.992 1.664
H -0.084 -2.347 -3.240

And the natural (NBO) charges, in e, turn out to be:
1 Fe 0.909
2 C -0.669
3 C 0.188
4 N -0.178
5 N -0.482
6 C 0.593
7 O -0.670
8 C -0.112
9 C -0.164
10 C -0.226
11 C -0.228
12 C -0.256
13 C -0.122
14 C 0.198
15 C -0.262
16 C -0.178
17 C -0.266
18 C 0.096
19 N -0.415
20 H 0.251
21 H 0.212
22 H 0.206
23 H 0.251
24 H 0.202
25 H 0.193
26 H 0.193
27 H 0.221
28 H 0.206
29 H 0.196
30 H 0.212
31 H 0.266
32 S -0.929
33 Sb 1.179
34 S -0.989
35 S -0.815
36 C -0.257
37 O -0.510
38 C 0.318
39 C -0.349
40 C -0.122
41 C -0.361
42 C 0.586
43 C -0.701
44 O -0.648
45 C 0.479
46 O -0.718
47 C -0.370
48 H 0.175
49 H 0.181
50 H 0.199
51 H 0.200
52 H 0.191
53 H 0.209
54 H 0.225
55 H 0.226
56 H 0.235


This record from the OMol25 dataset describes C21H18N4O2 as an isolated structure. The level of theory is ωB97M-V/def2-TZVPD.

Computed properties:
Strongest force on any atom = 16.18 eV/A
Total charge = 0
Frontier orbital gap = 7.23 eV
HOMO energy = -7.701 eV

Geometry (Å):
C 5.024 1.204 -2.435
H 5.966 1.303 -2.686
H 4.460 0.531 -3.176
H 4.496 2.058 -2.346
O 5.030 0.256 -1.486
C 3.986 0.008 -0.765
C 4.226 -0.611 0.376
C 3.127 -1.438 1.195
C 1.870 -1.186 0.782
C 1.516 -0.346 -0.399
C 2.734 0.146 -0.939
O 2.527 0.781 -2.194
H 1.354 0.905 -2.537
C 0.174 -0.126 -0.660
N -0.092 0.483 -1.867
C -1.316 0.928 -2.180
C -1.742 1.674 -3.428
C -2.946 1.884 -3.707
C -4.105 1.138 -2.827
C -3.723 0.562 -1.760
C -2.404 0.144 -1.460
C -1.890 -0.426 -0.186
N -0.729 -0.700 0.131
N -2.853 -1.018 0.580
H -3.874 -1.217 0.498
C -2.582 -1.896 1.726
C -1.825 -0.943 2.491
C -2.149 0.262 3.014
N -1.457 1.276 3.667
C -0.535 0.776 4.362
C -0.026 -0.684 4.358
C -0.671 -1.576 3.330
H -0.386 -2.478 3.331
H 0.803 -0.929 4.710
H -0.002 1.432 4.963
H -2.979 0.748 2.535
H -3.422 -2.479 2.131
H -1.821 -2.439 1.473
H -4.564 0.036 -1.236
H -4.899 1.466 -3.125
H -3.288 2.567 -4.549
H -0.689 2.220 -3.753
H 1.058 -1.423 1.291
H 3.321 -1.820 1.971
H 5.297 -1.054 0.789

And the natural (NBO) charges, in e, turn out to be:
1 C -0.231
2 H 0.171
3 H 0.191
4 H 0.186
5 O -0.457
6 C 0.115
7 C -0.120
8 C -0.209
9 C -0.127
10 C -0.218
11 C 0.434
12 O -0.796
13 H 0.525
14 C 0.456
15 N -0.565
16 C 0.276
17 C -0.244
18 C -0.186
19 C -0.159
20 C -0.197
21 C -0.168
22 C 0.474
23 N -0.527
24 N -0.605
25 H 0.418
26 C -0.257
27 C -0.032
28 C -0.006
29 N -0.399
30 C 0.088
31 C -0.240
32 C -0.115
33 H 0.167
34 H 0.175
35 H 0.172
36 H 0.179
37 H 0.225
38 H 0.206
39 H 0.200
40 H 0.179
41 H 0.225
42 H 0.219
43 H 0.205
44 H 0.160
45 H 0.215


The calculation returns the following energy relative to the best compared isomer or geometry (same formula, charge and spin) values, one per record and in order: 70.5, 47.0, 83.2, 0.0, 1.9, 360.2 kcal per mole.
The calculation returns the following energy values, one per record and in order: -19766.887, -34302.195, -74755.791, -85498.473, -110285.094, -32109.625 eV.